1.
{"formula": "C17H31BN2O5S", "method": "the ωB97M-V functional and the def2-TZVPD basis", "species": ["C", "O", "B", "O", "C", "C", "C", "C", "C", "C", "O", "C", "N", "S", "N", "C", "H", "H", "H", "H", "H", "H", "H", "H", "H", "H", "H", "C", "C", "O", "C", "C", "H", "H", "H", "H", "H", "H", "H", "H", "H", "H", "C", "C", "O", "C", "C", "H", "H", "H", "H", "H", "H", "H", "H", "H", "H"], "xyz": [[4.360, 2.201, 1.325], [3.636, 2.381, 2.555], [2.616, 1.431, 2.733], [2.810, 0.182, 3.382], [1.102, 1.746, 2.227], [0.468, 1.014, 1.140], [-0.957, 1.375, 0.790], [-1.636, 2.420, 1.518], [-3.145, 2.701, 1.118], [-4.015, 1.766, 2.075], [-5.175, 1.223, 1.416], [-1.040, 3.227, 2.621], [-1.558, 4.246, 3.384], [-0.317, 4.669, 4.409], [0.903, 3.615, 4.008], [0.393, 2.854, 2.963], [5.299, 2.822, 1.412], [4.724, 1.136, 1.198], [3.780, 2.546, 0.417], [2.017, 0.054, 3.940], [0.982, 0.201, 0.573], [-1.518, 0.842, -0.010], [-3.339, 3.779, 1.395], [-3.329, 2.500, 0.033], [-3.338, 0.892, 2.327], [-4.274, 2.271, 3.044], [-5.464, 0.496, 2.000], [2.061, -0.671, -4.366], [0.962, -0.446, -3.342], [1.427, 0.125, -2.127], [2.034, 1.404, -2.220], [1.110, 2.479, -2.765], [2.867, -1.272, -3.941], [1.663, -1.184, -5.244], [2.498, 0.271, -4.703], [0.525, -1.412, -3.080], [0.151, 0.159, -3.761], [2.959, 1.346, -2.806], [2.328, 1.677, -1.205], [0.825, 2.280, -3.800], [1.600, 3.454, -2.735], [0.190, 2.528, -2.177], [0.404, -3.314, -0.269], [-0.780, -3.620, 0.632], [-2.032, -3.550, -0.031], [-2.223, -4.446, -1.114], [-2.131, -5.909, -0.717], [0.279, -2.343, -0.756], [1.330, -3.303, 0.309], [0.514, -4.062, -1.057], [-0.814, -2.876, 1.431], [-0.662, -4.593, 1.121], [-1.525, -4.213, -1.926], [-3.225, -4.249, -1.500], [-1.129, -6.172, -0.370], [-2.367, -6.550, -1.569], [-2.826, -6.131, 0.095]], "forces_ev_per_a": [[1.3, 0.2, -0.3], [-0.6, -1.7, -0.7], [-0.5, -0.3, 0.3], [-0.3, 2.0, 0.0], [-0.7, -0.2, -0.8], [-1.1, 2.2, 2.0], [1.0, 1.8, 2.3], [-0.6, -0.6, -1.5], [0.6, 0.1, 1.7], [1.1, -0.7, -0.3], [0.3, 0.1, 0.8], [1.9, -1.2, -0.3], [2.2, -1.6, -0.6], [0.0, -1.3, -1.0], [-2.3, -0.5, -1.9], [-1.1, 0.2, -0.2], [-1.1, -0.5, -0.2], [-0.6, 1.0, 0.1], [0.5, -0.4, 1.0], [0.4, -0.4, -0.7], [-0.4, 0.9, 0.7], [0.6, 0.5, 0.7], [0.0, -1.1, -0.7], [0.1, 0.1, 1.1], [-0.7, 0.9, -0.1], [0.2, -0.2, -0.9], [0.0, 0.5, -0.6], [0.1, 0.2, 0.0], [0.0, -0.1, -0.1], [-0.1, -0.2, 0.2], [0.0, 0.1, 0.0], [-0.1, -0.1, -0.2], [-0.1, 0.0, 0.0], [0.0, 0.0, 0.1], [0.0, 0.0, -0.1], [0.0, 0.1, 0.2], [0.0, 0.0, -0.1], [0.0, 0.0, -0.1], [-0.1, -0.2, 0.0], [0.1, 0.1, 0.0], [0.0, 0.0, 0.0], [0.1, 0.0, 0.0], [0.0, -0.1, -0.2], [0.1, 0.0, 0.0], [-0.2, 0.1, 0.1], [0.0, -0.1, 0.0], [0.2, 0.0, 0.1], [0.0, 0.0, 0.1], [0.0, 0.0, 0.0], [0.1, 0.0, 0.0], [-0.2, 0.0, -0.1], [0.1, 0.0, 0.0], [0.1, -0.1, 0.0], [0.0, 0.2, 0.1], [0.0, 0.0, -0.1], [0.0, 0.0, 0.0], [0.0, 0.0, -0.1]], "spin_multiplicity": 1, "homo_ev": -8.6, "charge": 0, "orbital_gap_ev": 7.741, "e_lumo_ev": -0.85}


2.
{"formula": "C17H31ClFeN4O5", "method": "the ωB97M-V functional and the def2-TZVPD basis", "species": ["Fe", "Cl", "O", "O", "O", "O", "C", "O", "H", "H", "H", "C", "C", "C", "C", "N", "H", "H", "H", "H", "H", "H", "H", "C", "C", "C", "C", "N", "H", "H", "H", "H", "H", "H", "H", "C", "C", "C", "C", "N", "H", "H", "H", "H", "H", "H", "H", "C", "C", "C", "C", "N", "H", "H", "H", "H", "H", "H", "H"], "xyz": [[20.018, 18.628, 30.477], [17.553, 18.091, 32.866], [16.675, 19.118, 33.310], [18.540, 17.767, 33.857], [16.832, 16.933, 32.439], [18.286, 18.612, 31.683], [22.187, 18.319, 28.188], [21.458, 18.555, 29.350], [22.237, 17.243, 27.993], [21.715, 18.819, 27.334], [23.200, 18.713, 28.296], [20.998, 15.868, 34.819], [21.733, 17.096, 35.358], [22.595, 17.779, 34.293], [21.809, 18.181, 33.138], [21.191, 18.499, 32.232], [20.130, 16.167, 34.228], [20.590, 15.302, 35.655], [21.611, 15.222, 34.184], [22.345, 16.804, 36.211], [20.974, 17.776, 35.749], [23.364, 17.070, 33.979], [23.097, 18.678, 34.656], [16.363, 16.307, 26.740], [16.933, 17.521, 26.027], [16.983, 18.785, 26.882], [17.928, 18.746, 27.981], [18.662, 18.703, 28.852], [15.380, 16.538, 27.162], [16.996, 15.981, 27.568], [16.198, 15.463, 26.074], [16.323, 17.767, 25.156], [17.919, 17.304, 25.610], [15.978, 19.037, 27.226], [17.284, 19.646, 26.277], [21.263, 23.749, 32.690], [19.813, 23.857, 32.264], [19.598, 23.296, 30.842], [19.782, 21.855, 30.767], [19.926, 20.727, 30.708], [21.909, 24.333, 32.025], [21.657, 22.732, 32.687], [21.452, 24.189, 33.669], [19.482, 24.892, 32.241], [19.182, 23.276, 32.938], [20.363, 23.695, 30.167], [18.612, 23.568, 30.469], [18.429, 13.880, 32.645], [19.349, 13.217, 31.615], [19.425, 13.962, 30.284], [19.662, 15.386, 30.404], [19.811, 16.505, 30.564], [18.793, 14.862, 32.947], [18.359, 13.248, 33.528], [17.428, 14.013, 32.233], [18.959, 12.220, 31.413], [20.344, 13.106, 32.048], [18.509, 13.847, 29.693], [20.171, 13.494, 29.636]], "forces_ev_per_a": [[0.8, -0.3, -0.2], [-0.2, -0.3, 0.3], [0.2, 0.0, -0.1], [-0.1, 0.0, 0.0], [0.2, 0.0, 0.0], [0.3, 0.5, -0.7], [-0.1, 0.0, 0.0], [-0.9, 0.2, 0.9], [0.1, 0.0, -0.1], [0.0, -0.1, 0.0], [0.0, -0.1, 0.0], [-0.4, 0.2, -0.1], [-0.6, -0.3, 0.1], [0.1, -0.1, 0.4], [0.1, -0.1, 0.0], [0.0, 0.0, 0.0], [0.2, 0.1, 0.0], [0.2, -0.2, -0.1], [0.2, 0.0, 0.2], [0.3, 0.1, -0.2], [0.1, 0.2, -0.1], [0.0, 0.1, -0.3], [0.0, -0.1, 0.1], [-0.4, 0.0, 0.4], [0.2, -0.3, -0.5], [-0.1, 0.5, -0.6], [-0.6, -0.2, -0.1], [0.2, 0.0, 0.3], [0.1, 0.1, 0.0], [0.0, 0.0, -0.1], [0.2, 0.0, -0.1], [-0.1, 0.0, 0.1], [0.1, 0.0, 0.2], [0.1, -0.1, 0.4], [0.1, -0.1, -0.1], [0.7, 0.6, -0.1], [0.1, -0.7, -0.2], [0.5, 0.3, 0.0], [-0.4, 0.5, 0.1], [0.1, -0.5, -0.1], [-0.1, -0.1, -0.1], [-0.2, -0.1, 0.1], [-0.3, -0.2, 0.1], [0.0, 0.0, 0.2], [-0.1, 0.3, 0.1], [-0.2, 0.2, 0.0], [0.0, -0.2, -0.1], [0.1, 0.0, -0.3], [-0.4, 0.1, 0.7], [-0.1, -0.6, -0.7], [0.0, -0.5, 0.2], [0.1, 0.4, -0.2], [0.0, 0.0, 0.0], [0.0, 0.0, 0.0], [0.0, 0.0, 0.1], [0.2, 0.0, -0.1], [0.1, 0.0, -0.2], [-0.2, 0.1, 0.3], [0.3, 0.3, 0.1]], "spin_multiplicity": 6, "homo_ev": [-12.2, -12.2], "charge": 1, "orbital_gap_ev": [10.286, 7.940], "e_lumo_ev": [-1.96, -4.30]}


3.
{"formula": "C17H31F6FeNO8S2", "method": "the ωB97M-V functional and the def2-TZVPD basis", "species": ["Fe", "C", "C", "C", "O", "H", "H", "H", "H", "H", "H", "H", "C", "F", "F", "F", "S", "O", "O", "N", "S", "O", "O", "C", "F", "F", "F", "C", "C", "C", "O", "C", "H", "H", "H", "H", "H", "H", "H", "H", "C", "C", "C", "O", "C", "H", "H", "H", "H", "H", "H", "H", "H", "C", "C", "C", "O", "C", "H", "H", "H", "H", "H", "H", "H", "H"], "xyz": [[0.079, -0.254, 0.128], [-2.266, 3.231, 0.820], [-2.582, 1.743, 0.584], [-3.719, 1.635, -0.430], [-1.468, 1.017, 0.181], [-1.991, 3.781, -0.079], [-1.513, 3.246, 1.610], [-3.198, 3.696, 1.155], [-2.928, 1.299, 1.529], [-3.882, 0.605, -0.748], [-3.634, 2.332, -1.265], [-4.663, 1.902, 0.064], [2.965, -2.770, 2.260], [4.004, -3.520, 2.104], [2.135, -3.264, 3.166], [3.293, -1.572, 2.699], [1.980, -2.663, 0.627], [2.661, -1.630, -0.142], [2.075, -3.966, 0.014], [0.404, -2.031, 1.041], [-0.451, -3.424, 1.149], [-0.982, -3.857, -0.133], [0.036, -4.513, 1.957], [-2.014, -2.796, 2.021], [-2.594, -1.855, 1.277], [-2.905, -3.768, 2.161], [-1.674, -2.336, 3.223], [1.675, 2.410, -3.010], [2.932, 2.209, -2.228], [2.621, 0.816, -1.642], [1.291, 1.019, -1.153], [0.589, 1.984, -1.989], [1.672, 1.781, -3.902], [1.365, 3.406, -3.341], [3.068, 2.888, -1.388], [3.824, 2.137, -2.855], [3.345, 0.566, -0.871], [2.715, 0.035, -2.399], [0.283, 2.814, -1.362], [-0.212, 1.526, -2.564], [-2.157, -2.176, -3.204], [-0.783, -2.191, -3.820], [0.183, -2.006, -2.651], [-0.564, -1.176, -1.719], [-1.983, -1.238, -2.007], [-2.557, -3.120, -2.836], [-2.886, -1.747, -3.893], [-0.622, -1.280, -4.406], [-0.498, -3.062, -4.406], [1.105, -1.481, -2.882], [0.379, -2.972, -2.181], [-2.287, -0.218, -2.237], [-2.517, -1.576, -1.123], [1.472, 2.512, 3.178], [0.342, 1.749, 3.855], [0.316, 0.399, 3.180], [0.963, 0.572, 1.911], [1.798, 1.739, 1.890], [2.292, 2.631, 3.886], [1.152, 3.507, 2.869], [-0.620, 2.254, 3.792], [0.620, 1.550, 4.890], [-0.661, -0.068, 3.089], [0.936, -0.290, 3.768], [1.397, 2.339, 1.071], [2.843, 1.485, 1.717]], "forces_ev_per_a": [[-1.7, 2.1, -0.4], [-0.7, -0.8, 0.5], [0.4, -0.2, -0.6], [-0.9, -0.1, 0.6], [1.5, -0.7, -0.4], [0.4, -0.3, -0.1], [0.1, 0.6, -0.1], [0.2, 0.2, 0.3], [-0.2, 0.3, 0.2], [0.3, 0.1, -0.2], [0.3, -0.2, -0.2], [0.1, 0.1, 0.0], [-2.4, 0.5, 0.0], [0.9, -0.5, -0.2], [0.1, -0.6, 0.4], [0.6, 0.8, -0.3], [1.5, 1.1, -1.3], [-1.0, 0.2, 0.9], [-0.9, 0.7, 1.0], [2.9, -3.6, 0.2], [-3.5, -2.1, -1.0], [0.4, 1.0, 0.5], [0.4, 1.4, 0.3], [0.7, -0.3, -0.5], [0.2, 0.4, 0.3], [0.4, -0.2, 0.1], [-0.3, 0.3, 0.1], [-1.5, 0.9, 0.2], [0.7, -1.2, -0.3], [0.8, 1.4, -0.3], [-0.3, -0.7, 0.2], [1.4, -0.5, -1.2], [0.0, -0.2, 0.1], [0.6, 0.1, 0.0], [0.0, 0.3, -0.2], [0.0, 0.3, 0.1], [-0.5, -0.1, 0.5], [-0.4, 0.0, -0.1], [-0.3, -0.1, 0.1], [-0.4, -0.1, 0.7], [-0.5, 0.4, 0.5], [1.4, 0.5, -0.1], [-1.0, -0.5, 0.6], [0.1, -0.3, -0.3], [0.1, 0.3, -0.2], [0.4, -0.3, -0.3], [-0.1, -0.1, 0.0], [-0.4, -0.2, -0.4], [-0.2, 0.0, -0.1], [0.1, -0.1, -0.1], [0.2, 0.1, 0.2], [-0.1, 0.0, 0.1], [0.1, 0.0, 0.0], [0.2, 0.4, -0.1], [-0.2, -0.2, 0.4], [0.9, -0.4, 0.3], [0.1, -0.5, -0.2], [-1.1, 0.5, 0.1], [0.2, -0.1, -0.3], [0.0, 0.1, 0.3], [0.1, 0.0, 0.1], [-0.4, 0.4, 0.2], [-0.1, 0.2, -0.5], [-0.1, -0.1, -0.1], [0.5, -0.1, -0.3], [0.0, -0.2, 0.2]], "spin_multiplicity": 5, "homo_ev": [-8.5, -8.3], "charge": 0, "orbital_gap_ev": [8.937, 8.710], "e_lumo_ev": [0.42, 0.42]}